Entry 1:
This record from OMol25 describes a molecular structure, C40H46P2SiZr. The level of theory is wB97M-V/def2-TZVPD.

Calculated values
Kohn-Sham gap = 5.44 eV
LUMO energy = -7.6 eV
Charge = +2
HOMO level = -13.05 eV
Molecular weight = 708.07 g/mol
Energy above the lowest of the compared OMol25 structures with the same formula, charge and spin = 0.000 eV

```
90
Properties=species:S:1:pos:R:3:forces:R:3:mulliken_charge:R:1
Zr 0.05724 0.82458 0.14477 -0.3 0.4 2.4 0.467
C -1.89182 0.84429 -7.33725 -0.2 0.0 0.3 -0.425
C -1.90281 -0.42676 -6.92579 -0.2 0.2 -0.3 -0.369
C -1.06114 -1.54681 -7.47156 0.3 -0.1 0.0 -0.540
C 0.30044 -1.15753 -8.09575 0.0 -0.5 -0.2 -1.105
C 1.20406 -0.32539 -7.22220 0.2 0.0 0.2 -0.174
C 1.22894 1.00585 -7.12873 0.3 -0.2 -0.1 -0.442
C 0.36620 1.97504 -7.88017 -0.4 0.2 -0.1 -0.692
C -1.00225 1.45598 -8.38817 0.0 0.4 -0.3 -0.948
C 2.02728 0.62749 1.20851 0.3 -0.2 -0.4 -1.613
H -2.63197 1.54849 -6.93172 0.3 -0.4 0.1 0.385
H -2.65457 -0.74418 -6.19258 0.1 0.2 -0.2 0.522
H -1.62507 -2.09891 -8.24267 0.0 0.1 0.3 0.356
H -0.87926 -2.26872 -6.66237 0.0 0.0 -0.1 0.257
H 0.83218 -2.10452 -8.28420 -0.2 0.3 -0.1 0.429
H 0.13631 -0.70081 -9.07902 0.2 -0.2 0.4 0.355
H 1.94445 -0.92120 -6.66892 -0.2 0.4 0.0 0.486
H 2.00601 1.48732 -6.52351 -0.2 -0.3 -0.1 0.491
H 0.91316 2.35959 -8.75733 0.0 -0.1 0.3 0.343
H 0.18500 2.84799 -7.23650 0.0 -0.1 -0.1 0.316
H -1.53828 2.33809 -8.77504 0.2 -0.3 0.0 0.443
H -0.84918 0.79063 -9.24591 -0.2 0.3 0.3 0.348
H 2.23226 1.47081 1.88672 -0.5 0.1 0.0 0.482
H 2.94863 0.49356 0.64638 0.1 0.0 -0.1 0.635
H 1.89562 -0.26476 1.83234 0.1 0.1 -0.2 0.461
P -1.49780 -0.51432 -1.55440 -1.3 -0.4 -1.7 1.398
P 1.65784 0.06589 -1.69115 1.7 -0.4 -0.9 0.772
C -0.55058 -0.74248 -3.08320 1.2 0.3 -0.4 -0.859
C 0.79611 -0.58773 -3.12018 -1.3 -0.3 -0.2 -0.501
C -2.46825 -2.06729 -1.44257 0.3 -0.4 0.7 0.405
C -2.83490 -2.81600 -2.57712 0.1 0.1 0.0 -0.114
C -3.58707 -3.98594 -2.43654 0.2 0.2 0.2 -0.589
C -3.97240 -4.41976 -1.16362 0.2 0.3 0.0 -0.598
C -3.59767 -3.68380 -0.03139 0.0 -0.1 -0.1 -0.659
C -2.82822 -2.52647 -0.16187 0.0 0.1 -0.3 -0.545
C -2.74542 0.76776 -2.07541 0.3 -0.3 0.1 0.675
C -2.29945 2.09436 -2.16813 -0.4 0.0 0.4 0.004
C -3.21843 3.12522 -2.36632 -0.1 0.1 -0.1 -0.891
C -4.57074 2.82568 -2.56056 0.1 -0.3 0.1 -0.572
C -5.00345 1.49049 -2.56702 0.3 0.3 0.0 -0.747
C -4.09322 0.46003 -2.32071 0.1 0.2 0.2 -0.421
C 3.14210 -0.99328 -1.53896 0.1 -0.2 0.3 0.404
C 2.97868 -2.29105 -1.01053 0.1 0.3 0.0 -0.532
C 4.09559 -3.09395 -0.78361 0.0 0.1 -0.1 -0.679
C 5.37492 -2.61784 -1.09813 -0.2 0.3 -0.1 -0.519
C 5.53713 -1.34193 -1.65261 -0.2 -0.2 0.0 -0.620
C 4.42415 -0.52866 -1.87872 -0.2 0.0 0.1 -0.152
C 2.24568 1.75327 -2.20647 -0.7 -0.6 0.0 1.229
C 2.41213 2.76122 -1.24839 0.0 0.2 0.1 -0.027
C 2.86915 4.01993 -1.64199 -0.2 0.0 -0.2 -0.894
C 3.11319 4.27811 -2.99239 0.0 -0.1 0.0 -0.679
C 2.89615 3.28535 -3.95939 0.0 0.0 0.2 -0.419
C 2.45523 2.02110 -3.57013 0.0 0.2 0.2 -0.213
H -1.13727 -0.97946 -3.97914 0.4 -0.1 0.2 0.309
H 1.42370 -0.86891 -3.97459 -0.5 0.3 0.0 0.731
H -2.52143 -2.50252 -3.57441 -0.2 -0.1 0.3 0.309
H -3.85374 -4.56329 -3.32225 0.1 0.2 0.3 0.441
H -4.54258 -5.34285 -1.05536 0.1 0.3 0.0 0.404
H -3.89245 -4.03130 0.96057 0.1 0.1 -0.3 0.425
H -2.48501 -1.97216 0.71649 -0.3 -0.2 -0.2 0.108
H -1.23539 2.35443 -2.09998 0.0 -0.1 0.0 0.166
H -2.88025 4.16406 -2.36114 -0.1 -0.4 -0.1 0.447
H -5.29342 3.63078 -2.70970 0.3 -0.3 0.0 0.425
H -6.05194 1.25560 -2.75529 0.3 0.1 0.1 0.447
H -4.43094 -0.57704 -2.31906 0.1 0.3 0.1 0.411
H 1.98050 -2.66328 -0.76720 0.3 0.1 0.0 0.399
H 3.97109 -4.09422 -0.36188 0.0 0.4 -0.2 0.418
H 6.24700 -3.24421 -0.91611 -0.2 0.2 0.0 0.405
H 6.53278 -0.97756 -1.91198 -0.3 -0.1 0.1 0.423
H 4.55148 0.46448 -2.31502 0.0 -0.3 0.2 0.361
H 2.22646 2.58945 -0.17751 0.3 0.0 -0.4 -0.174
H 3.02024 4.79174 -0.88649 0.0 -0.2 -0.3 0.445
H 3.45955 5.26527 -3.29768 -0.1 -0.3 0.1 0.423
H 3.06488 3.49984 -5.01672 0.0 -0.1 0.4 0.485
H 2.24996 1.25133 -4.31446 0.1 0.3 0.1 0.113
C 1.30839 -0.88750 5.47630 0.0 -0.3 -0.8 -1.009
Si -0.32369 -0.16700 4.84400 0.8 0.3 3.2 0.142
C -1.69108 -0.98468 5.83605 -0.3 -0.2 -0.7 -0.970
C -0.16235 1.59847 5.50146 -0.3 0.3 -0.8 -1.021
C -0.51353 -0.28181 3.01460 -0.8 0.0 -2.6 1.731
C -0.70629 -0.32083 1.77690 0.3 0.5 1.4 -1.816
H 1.33177 -0.86450 6.57611 -0.2 0.1 -0.3 0.324
H 2.15949 -0.29578 5.11442 -0.1 -0.2 0.1 0.312
H 1.44560 -1.92495 5.15281 0.1 0.1 0.1 0.337
H -1.47870 -0.85991 6.90097 0.2 0.1 -0.1 0.301
H -2.67378 -0.54354 5.64353 0.1 -0.1 0.0 0.333
H -1.75881 -2.05864 5.63612 0.0 0.1 0.0 0.336
H 0.77639 2.05798 5.16531 -0.2 -0.1 0.1 0.322
H -0.98812 2.24619 5.18920 0.1 0.0 0.1 0.360
H -0.14448 1.58629 6.60075 0.0 -0.2 -0.3 0.276
```
Positions in Å, forces in eV/Å.


Entry 2:
This record from OMol25 describes a molecular structure, C40H47As3CsN7O2P. The level of theory is wB97M-V/def2-TZVPD.

Calculated values
Kohn-Sham gap = 6.57 eV
LUMO energy = 1.6 eV
Charge = -1
HOMO level = -4.99 eV
Molecular weight = 1046.51 g/mol
Energy above the lowest of the compared OMol25 structures with the same formula, charge and spin = 0.735 eV

```
101
Properties=species:S:1:pos:R:3:forces:R:3:mulliken_charge:R:1
Cs -0.22494 1.81883 -0.62478 0.7 -0.1 0.1 1.724
O -3.74774 4.11302 0.70909 0.1 0.0 0.0 -0.875
C -3.64202 2.90421 0.47768 -0.2 -0.3 0.2 -0.434
O -2.63024 2.27583 0.05673 -0.9 0.3 0.2 -0.266
C -4.85218 2.00534 0.75831 0.0 0.1 0.0 0.360
C -6.02933 2.62426 1.16402 0.0 0.0 0.0 -0.594
C -7.17248 1.89599 1.44431 0.0 0.0 0.0 -0.564
C -7.13754 0.51608 1.32008 0.0 0.0 0.0 -0.796
C -5.96869 -0.11338 0.91647 0.0 0.0 0.0 -0.733
C -4.80612 0.60907 0.62614 -0.1 -0.2 0.0 0.494
P -3.25294 -0.29781 0.15847 0.0 0.5 0.1 0.648
C -3.86087 -2.03709 0.22012 0.0 -0.1 -0.1 0.031
C -3.70950 -2.71362 1.43037 0.0 0.0 0.0 -0.304
C -4.11331 -4.03273 1.57464 0.0 0.0 0.0 -0.657
C -4.65825 -4.71238 0.49384 0.0 0.0 0.0 -0.448
C -4.79981 -4.05990 -0.72270 0.0 0.0 0.0 -0.660
C -4.40874 -2.73426 -0.85641 0.0 0.0 0.0 -0.027
C -3.17892 -0.08354 -1.66242 -0.1 0.0 0.0 0.425
C -4.12631 0.60780 -2.41122 0.0 0.0 0.0 -0.315
C -3.99379 0.71009 -3.78982 0.0 0.0 0.0 -0.798
C -2.92790 0.10968 -4.44404 0.0 0.0 0.0 -0.737
C -1.97884 -0.59079 -3.71239 0.0 0.1 0.1 -0.485
C -2.10370 -0.66784 -2.33275 0.1 0.0 0.1 0.274
H -6.00151 3.70348 1.24534 0.0 0.0 0.0 0.510
H -8.08192 2.39747 1.75349 0.0 0.0 0.0 0.370
H -8.01774 -0.08023 1.52966 0.0 0.0 0.0 0.425
H -5.97438 -1.19012 0.82510 0.0 0.0 0.0 0.337
H -3.26380 -2.19696 2.27448 0.0 0.0 0.0 0.424
H -3.98842 -4.53189 2.52794 0.0 0.0 0.0 0.368
H -4.96270 -5.74649 0.59800 0.0 0.0 0.0 0.342
H -5.21761 -4.58206 -1.57491 0.0 0.0 0.0 0.375
H -4.52980 -2.23650 -1.81087 0.0 0.0 0.0 0.441
H -4.96015 1.08732 -1.91355 0.0 0.0 0.0 0.394
H -4.72644 1.27475 -4.35337 0.0 0.0 0.0 0.389
H -2.81913 0.20557 -5.51692 0.0 0.0 0.0 0.403
H -1.12844 -1.04114 -4.20912 0.0 0.0 0.0 0.641
H -1.33204 -1.17739 -1.76155 -0.1 -0.1 0.0 -0.196
N -0.73646 3.66221 3.98384 0.0 -0.1 0.0 -0.112
C -0.71626 2.40043 4.53414 0.0 0.1 0.0 -0.837
C 0.11912 1.67384 3.74355 -0.1 -0.1 -0.1 -0.220
N 0.58774 2.44008 2.70383 0.1 0.0 0.1 -0.009
C 0.05261 3.62272 2.87472 -0.1 0.1 -0.1 0.140
C 0.23187 4.77349 1.99498 -0.1 -0.1 0.1 -0.354
N 0.40393 4.70584 0.70346 0.1 0.1 -0.2 0.209
C 0.49273 6.00524 0.27220 0.0 0.0 0.0 -0.509
C 0.37153 6.86316 1.32177 0.0 0.0 0.1 -0.562
N 0.19744 6.06415 2.42965 0.0 0.0 -0.1 -0.039
H -1.40010 4.38648 4.19687 0.0 0.0 0.0 0.264
H -1.29506 2.14959 5.40482 0.0 0.0 0.0 0.434
H 0.39016 0.63674 3.85172 0.0 0.0 0.0 0.422
H 0.62138 6.24873 -0.76879 0.0 0.0 0.0 0.404
H 0.38131 7.93621 1.38851 0.0 0.0 0.0 0.417
H 0.15876 6.36723 3.38561 0.0 0.0 0.0 0.211
C 5.34903 1.08392 -0.94609 0.0 0.0 0.1 -1.407
As 3.52840 0.84668 -0.24340 -0.1 0.1 -0.2 0.475
C 3.31299 2.69030 0.39409 0.1 -0.1 0.1 -0.650
C 3.93599 0.03315 1.50775 -0.1 0.0 0.0 -2.046
C 3.94843 -1.50692 1.54770 0.0 0.0 0.0 3.040
C 4.51318 -1.90404 2.92115 0.0 0.0 0.1 -2.406
C 2.54413 -2.12991 1.43949 -0.1 -0.1 0.0 -1.902
As 1.09198 -1.45326 0.25389 0.1 -0.1 0.1 0.027
C 1.62763 -2.07506 -1.53008 0.0 0.0 0.1 -0.765
C -0.07508 -2.98485 0.65090 0.0 0.0 0.0 -1.252
C 4.87564 -2.03265 0.44041 0.0 -0.1 -0.1 -1.719
As 5.45147 -3.92727 0.56417 0.0 0.0 0.0 0.244
C 4.32509 -4.75176 -0.81425 0.0 0.0 0.0 -1.118
C 7.02915 -3.70668 -0.58434 0.0 0.0 0.0 -1.233
H 5.71065 0.15480 -1.38324 0.0 0.0 0.0 0.294
H 6.02703 1.40450 -0.15229 0.0 0.0 0.0 0.389
H 5.31904 1.84586 -1.72432 0.0 0.0 0.0 0.441
H 4.21830 3.00631 0.91771 0.0 0.0 0.0 0.518
H 2.46749 2.75518 1.07781 0.0 0.0 0.0 -0.110
H 3.13144 3.33565 -0.46353 0.0 0.0 0.0 0.409
H 3.16728 0.41065 2.19157 0.0 0.0 0.0 0.237
H 4.90021 0.41198 1.86324 0.0 0.0 0.0 0.656
H 3.95689 -1.38921 3.70819 0.0 0.0 0.0 0.541
H 5.56415 -1.61313 3.00765 0.0 0.0 0.0 0.441
H 4.44667 -2.97791 3.10197 0.0 0.0 0.0 0.509
H 2.05983 -2.05461 2.42035 0.0 0.0 0.0 0.495
H 2.64062 -3.20368 1.24260 0.0 0.0 0.0 0.387
H 2.10038 -3.05256 -1.47436 0.1 -0.1 0.0 0.124
H 2.29468 -1.35205 -1.99513 0.0 0.0 0.0 0.167
H 0.72636 -2.15971 -2.13859 0.0 0.0 0.0 0.524
H 0.41811 -3.92442 0.39374 0.0 0.0 0.0 0.440
H -1.00455 -2.89796 0.08844 0.0 0.0 0.0 0.222
H -0.32656 -2.98740 1.71209 0.0 0.0 0.0 0.417
H 5.80989 -1.46266 0.47014 0.0 0.0 0.0 0.703
H 4.44094 -1.87827 -0.55210 0.0 0.0 0.0 0.374
H 3.31576 -4.90276 -0.43407 0.0 0.0 0.0 0.245
H 4.74984 -5.72831 -1.04926 0.0 0.0 0.0 0.460
H 4.28367 -4.14954 -1.72162 0.0 0.0 0.0 0.329
H 7.79458 -3.15653 -0.03782 0.0 0.0 0.0 0.348
H 6.78715 -3.17236 -1.50368 0.0 0.0 0.0 0.340
H 7.41985 -4.69322 -0.83304 0.0 0.0 0.0 0.412
N 1.74535 2.16332 -2.72868 0.3 0.2 -0.4 -0.572
C 1.24967 1.95250 -3.75622 0.0 0.1 -0.1 0.287
C 0.64301 1.64083 -4.98190 0.2 -0.3 0.1 0.188
C -0.09787 2.59293 -5.70638 -0.1 0.1 0.0 0.179
N -0.70968 3.37300 -6.30165 0.0 0.0 0.0 -0.603
C 0.80929 0.32434 -5.46252 0.0 0.0 -0.1 0.233
N 0.94999 -0.76602 -5.82488 0.0 0.0 0.0 -0.657
```
Positions in Å, forces in eV/Å.


Entry 3:
This record from OMol25 describes a molecular structure, C40H47CsIN4O3SbSe3Te. The level of theory is wB97M-V/def2-TZVPD.

Calculated values
Kohn-Sham gap = 4.04 eV
LUMO energy = 3.4 eV
Charge = -2
HOMO level = -0.61 eV
Molecular weight = 1377.89 g/mol
Energy above the lowest of the compared OMol25 structures with the same formula, charge and spin = 0.542 eV

```
101
Properties=species:S:1:pos:R:3:forces:R:3:mulliken_charge:R:1
Cs -0.54769 -0.46321 -1.98801 1.8 0.7 -1.1 0.842
C -3.86382 -3.05878 0.89965 -0.2 -1.1 -0.3 -0.949
C -4.00588 -1.59287 1.07971 -0.5 0.9 0.1 0.758
N -4.77023 -1.13653 2.03612 0.2 0.1 0.2 -0.800
C -4.78102 0.20382 2.23861 -0.6 -0.4 1.4 -0.930
C -4.19217 1.12424 1.44085 -0.2 -0.1 -1.4 0.463
C -4.59604 2.58508 1.51107 0.6 -0.8 0.5 -0.879
O -5.59482 2.79027 0.51070 0.0 0.7 -0.2 -0.543
C -3.51648 0.61871 0.28523 -0.9 1.1 1.2 0.491
C -3.08201 1.57569 -0.69199 0.9 0.1 -0.4 -1.231
N -3.27698 1.67336 -1.93906 0.4 1.4 -0.3 0.007
C -4.17623 1.06496 -2.79710 -0.6 -0.4 -0.3 0.504
C -5.31064 0.38186 -2.37461 -0.6 0.1 0.8 -0.025
C -6.17182 -0.26144 -3.25738 0.8 0.6 0.0 -0.739
C -6.00475 -0.09689 -4.62993 0.5 -0.4 -0.5 -0.537
C -4.89551 0.58636 -5.11543 0.2 1.0 1.7 -0.616
C -4.00279 1.18433 -4.18233 0.4 -1.1 -0.9 -0.192
I -2.07442 1.69888 -4.84005 0.1 0.3 -0.3 0.090
C -3.21888 -0.71701 0.23146 0.5 -2.9 -0.1 0.838
O -2.32768 -1.30620 -0.48546 -1.3 0.4 0.4 -0.841
H -4.84321 -3.62721 1.03710 1.3 0.8 0.0 0.318
H -3.40457 -3.28047 -0.09843 -0.4 0.1 1.0 0.071
H -3.14217 -3.33850 1.69721 -0.4 -0.4 -0.5 0.223
H -5.30291 0.51645 3.14320 -0.2 0.1 -0.2 0.340
H -5.05445 2.76168 2.48172 -0.2 0.0 0.1 0.436
H -3.68153 3.21075 1.52035 -0.6 0.2 -0.8 0.243
H -5.36407 3.43907 -0.17023 0.3 -0.3 0.4 0.351
H -2.39597 2.31710 -0.25947 0.0 0.3 -0.3 0.428
H -5.52515 0.43230 -1.29896 0.1 -0.6 -0.4 0.326
H -6.85273 -0.96127 -2.83601 -0.9 -0.1 0.1 0.398
H -6.62301 -0.58156 -5.38288 -0.2 0.0 0.4 0.325
H -4.72878 0.70138 -6.17218 0.1 -0.1 -0.1 0.432
N 1.31405 -3.60614 -1.97942 1.0 0.4 -0.7 -0.073
C 1.23944 -5.02774 -2.32513 -1.3 0.4 0.0 -0.559
C 0.17375 -5.26617 -3.43883 0.5 -0.4 -0.3 -0.812
C -1.25967 -4.72041 -3.16293 0.5 -0.4 -0.5 -0.178
C -1.68539 -3.62966 -4.15494 -0.2 -0.9 -0.2 -0.673
N -0.80524 -2.48314 -4.25570 0.6 0.1 -0.2 -0.149
H 2.11402 -3.20748 -2.51626 -0.7 0.2 0.3 -0.167
H 1.60408 -3.45901 -1.02124 -0.1 -0.2 0.2 0.151
H 0.91084 -5.56852 -1.41302 0.3 0.0 -0.5 0.305
H 2.19820 -5.38659 -2.70431 0.1 -0.3 0.3 0.317
H 0.05861 -6.34289 -3.52471 0.2 -0.4 0.1 0.344
H 0.61318 -5.01096 -4.45833 -0.7 0.3 1.2 0.339
H -1.38020 -4.45901 -2.10189 0.2 0.3 -0.3 0.060
H -1.98312 -5.54859 -3.34416 0.4 0.4 0.2 0.308
H -2.68056 -3.33049 -3.82625 -0.2 0.3 -0.3 0.248
H -1.79991 -4.18227 -5.12415 0.0 0.5 0.4 0.280
H -0.84932 -2.01764 -5.16554 -0.1 -0.3 0.4 0.174
H 0.18087 -2.73109 -4.09862 -0.6 0.1 -0.1 0.110
Se 1.52605 2.44017 -5.85934 -0.5 0.4 0.0 -0.674
Se 3.72396 1.72753 -5.69855 0.1 -0.5 0.1 -0.347
Te 3.55191 -0.82506 -5.56503 -0.1 0.5 -1.4 -0.131
Se 3.91774 -1.46105 -3.27510 0.1 -0.4 1.5 -0.612
C 4.28789 -3.50822 6.12099 -1.0 0.7 -0.8 -0.383
C 3.16984 -2.76433 6.53547 0.5 -0.4 0.8 -0.503
C 2.64958 -1.78102 5.70641 -1.3 -0.5 0.8 -0.151
C 3.09760 -1.67740 4.43603 0.9 1.9 -2.4 -0.109
C 4.28819 -2.28982 4.04443 -0.4 -0.6 0.6 -0.317
C 4.85397 -3.25788 4.86577 -1.1 0.8 0.7 -0.629
Sb 1.92674 -0.50661 2.93346 0.5 0.1 0.4 1.067
C 3.59422 0.19844 1.73046 0.3 0.7 0.9 0.121
C 4.66884 0.78799 2.43241 -0.2 -0.3 -0.2 -0.200
C 5.76165 1.29348 1.72769 -0.1 0.7 1.3 -0.698
C 5.81577 1.29525 0.36319 -1.1 -1.2 -0.7 -0.538
C 4.75491 0.69677 -0.32305 -0.3 0.1 -0.7 -0.766
C 3.61860 0.20275 0.33076 -0.7 -0.7 0.4 -0.200
C 1.52742 1.35325 4.06327 0.5 0.6 -0.8 0.003
C 0.45324 1.39283 4.96877 0.2 -0.2 -0.8 -0.358
C -0.23048 2.57589 5.23571 0.6 -0.3 -0.1 -0.745
C 0.36927 3.75596 4.81876 -1.7 2.1 -0.2 -0.248
C 1.48649 3.77927 4.01196 0.7 -1.1 0.2 -0.674
C 2.03568 2.59211 3.56130 -0.3 -1.2 0.6 0.151
H 4.66019 -4.31310 6.70314 0.3 -0.5 0.6 0.384
H 2.66985 -2.98032 7.49467 0.5 0.2 -0.4 0.317
H 1.79764 -1.15091 5.97582 0.1 -0.4 0.4 0.176
H 4.75509 -2.03012 3.12047 0.1 -0.1 -0.7 0.503
H 5.66572 -3.83274 4.52112 1.0 -0.5 -0.3 0.418
H 4.62803 0.86844 3.53082 0.1 -0.1 -0.6 0.427
H 6.54587 1.80697 2.25993 0.2 -0.1 0.3 0.329
H 6.66520 1.67838 -0.17033 0.2 0.1 -0.2 0.452
H 4.79108 0.61500 -1.40575 -0.1 0.0 0.0 0.290
H 2.71728 -0.23127 -0.19411 1.4 0.6 0.1 0.329
H 0.06453 0.46513 5.36554 -0.2 -0.1 -0.1 0.279
H -1.23218 2.48741 5.65482 0.4 0.4 0.3 0.379
H -0.14268 4.75745 4.93832 0.5 -1.3 0.3 0.230
H 2.01267 4.66116 3.73276 -0.2 0.9 -0.2 0.416
H 2.85369 2.64559 2.84195 -0.2 -0.3 0.2 0.197
C 0.86988 5.06189 -0.66543 -0.2 -0.3 0.4 -0.451
C 2.39723 4.76559 -0.52404 -0.3 0.2 -0.1 -0.327
C 2.52848 3.51272 -1.40338 0.3 -0.4 -1.6 -0.008
O 1.23791 2.85537 -1.45618 -0.1 1.1 0.8 0.026
C 0.34044 3.98780 -1.64390 2.1 0.1 0.1 -0.415
H 0.66273 6.06280 -1.03479 0.0 0.1 -0.1 0.358
H 0.34748 4.94821 0.29415 0.2 0.1 -0.1 0.177
H 2.71360 4.62371 0.53248 -0.4 -0.3 -0.6 0.074
H 3.03826 5.58677 -0.89605 -0.4 -0.3 0.0 0.326
H 3.30456 2.82983 -1.06021 -0.3 -0.2 0.1 -0.280
H 2.78228 3.75554 -2.49424 -0.2 0.0 1.4 0.276
H -0.69506 3.74926 -1.50269 -0.4 -0.5 0.1 0.164
H 0.53595 4.32660 -2.65865 -0.4 0.1 -0.4 0.268
```
Positions in Å, forces in eV/Å.